C22H25N3O3V as an isolated structure. Source: OMol25; level of theory: the ωB97M-V functional and the def2-TZVPD basis.

```
54
Properties=species:S:1:pos:R:3:mulliken_charge:R:1
V 0.09770 -0.10531 0.14220 1.067
O -0.68245 -1.60883 0.14745 -1.041
C -2.02770 -1.84574 -0.01946 0.839
C -2.68851 -2.79586 0.72224 -0.627
C -4.05276 -2.94322 0.53382 -0.438
C -4.74629 -2.18115 -0.41097 -0.770
C -4.06331 -1.27951 -1.19560 -0.738
C -2.69240 -1.08194 -0.99666 0.658
C -1.89680 -0.30656 -1.92237 -0.286
N -0.70185 0.11849 -1.66211 0.190
C 0.28984 0.31697 -2.74742 -0.639
C 1.41061 -0.67678 -2.40406 -0.650
N 1.73879 -0.36464 -0.99347 0.089
C 2.93434 0.01661 -0.67374 0.030
C 3.26940 0.79737 0.49826 0.320
C 4.59912 1.03484 0.85496 -0.561
C 4.88941 1.96383 1.83079 -0.785
C 3.85966 2.70418 2.41323 -0.455
C 2.53182 2.49579 2.06620 -0.769
C 2.25468 1.51692 1.14355 0.649
O 0.98169 1.20224 0.76059 -0.637
H -2.14248 -3.39696 1.43651 0.504
H -4.58776 -3.67334 1.12801 0.444
H -5.81108 -2.31628 -0.54007 0.470
H -4.57993 -0.71183 -1.96097 0.477
H -2.26404 -0.21139 -2.94329 0.444
H 0.67089 1.33485 -2.71929 0.298
H -0.14964 0.11810 -3.72182 0.428
H 2.27470 -0.55706 -3.05322 0.460
H 1.03813 -1.69649 -2.47822 0.271
H 3.73371 -0.16406 -1.39088 0.376
H 5.39311 0.48813 0.36042 0.435
H 5.91428 2.13592 2.12730 0.435
H 4.09804 3.46250 3.14825 0.426
H 1.72937 3.07214 2.50672 0.505
O -1.32056 0.35103 1.59307 -0.173
C -1.79704 1.33794 2.22980 0.504
C -2.09072 1.16859 3.68751 -0.882
C -3.58693 1.16155 4.05543 -0.667
C -4.27712 2.52229 3.99056 -0.691
C -4.20180 3.21442 2.63354 -0.580
C -2.78175 3.60842 2.24227 -0.809
N -2.02822 2.49170 1.63843 0.000
H -1.58243 1.96690 4.23945 0.408
H -1.63623 0.22316 3.97238 0.396
H -3.64547 0.79552 5.08022 0.397
H -4.11261 0.43048 3.43377 0.318
H -3.84048 3.17828 4.75142 0.312
H -5.32457 2.39206 4.26442 0.358
H -4.82250 4.11041 2.64223 0.379
H -4.60638 2.55895 1.85448 0.300
H -2.22774 3.97024 3.10987 0.306
H -2.78374 4.40749 1.50565 0.466
H -1.83218 2.53764 0.64782 0.240
```

Summary:
spin multiplicity	2
HOMO level (alpha / beta)	-14.9 / -14.9	eV
calculated total energy	-2186.878693	Eh
⟨S²⟩	0.7621
gap between HOMO and LUMO (alpha / beta)	7.44 / 7.68	eV
ΔE to the lowest compared entry with this formula, charge and spin	140.8	kJ/mol
charge	+2

---

C22H25N3O4 in the gas phase. Source: OMol25; level of theory: the ωB97M-V functional and the def2-TZVPD basis.

```
54
Properties=species:S:1:pos:R:3:mulliken_charge:R:1
C -4.90764 -2.21636 -2.06690 -1.348
C -4.01986 -1.77258 -0.91155 -0.352
N -2.61886 -1.86464 -1.26070 -0.024
C -1.73347 -2.59273 -0.55382 0.454
O -2.02998 -3.26593 0.40996 -0.674
C -0.29053 -2.45796 -1.04058 -1.255
C 0.32700 -1.18762 -0.42609 0.948
C -0.45774 0.03176 -0.89715 -0.443
O -0.62855 0.36956 -2.04467 -0.660
N -0.98859 0.60097 0.21818 0.867
C -1.85148 1.72269 0.22630 0.323
C -2.96467 1.72437 1.05672 -0.010
C -3.80922 2.81990 1.05738 -0.931
C -3.55514 3.89996 0.22868 -0.392
C -2.44646 3.88841 -0.60098 -0.794
C -1.58708 2.80460 -0.60301 -0.355
C -0.58926 -0.08440 1.39598 0.090
O -0.87709 0.24057 2.51715 -0.654
N 0.17407 -1.12320 1.00087 0.222
C 0.90779 -1.94522 1.93356 -1.068
C 2.06803 -1.15913 2.57091 -1.314
C 2.87688 -0.48179 1.50228 0.038
C 3.84842 -1.17033 0.79189 -0.587
C 4.53738 -0.57546 -0.25261 -0.469
C 4.25281 0.73745 -0.61125 0.948
O 4.85682 1.42209 -1.62133 -0.447
C 5.85923 0.77702 -2.36751 -0.873
C 3.27738 1.43780 0.10094 -0.856
C 2.60460 0.83509 1.14156 0.063
H -5.95271 -2.14496 -1.77940 0.413
H -4.74332 -1.58439 -2.93728 0.340
H -4.68943 -3.24662 -2.33664 0.332
H -4.25426 -0.73802 -0.63379 0.245
H -4.16650 -2.41623 -0.04152 0.354
H -2.30899 -1.31806 -2.05003 0.269
H -0.24490 -2.37652 -2.12657 0.509
H 0.26668 -3.33649 -0.71516 0.511
H 1.38069 -1.10477 -0.72209 0.065
H -3.15455 0.88137 1.70153 0.517
H -4.67239 2.82572 1.70585 0.376
H -4.22003 4.75069 0.23023 0.392
H -2.24403 4.72947 -1.24698 0.385
H -0.72164 2.78912 -1.24606 0.401
H 0.21761 -2.28694 2.70863 0.463
H 1.28389 -2.81012 1.38664 0.427
H 1.64853 -0.41363 3.24667 0.379
H 2.68273 -1.85142 3.14742 0.542
H 4.07852 -2.19283 1.05663 0.409
H 5.28947 -1.14504 -0.77567 0.412
H 5.46950 -0.10272 -2.89031 0.344
H 6.70347 0.48107 -1.73623 0.348
H 6.19753 1.50823 -3.09986 0.245
H 3.06966 2.45728 -0.18279 0.467
H 1.85667 1.39259 1.68698 0.408
```

Summary:
spin multiplicity	1
SMILES	CCNC(=O)C[C@H]1C(=O)N(c2ccccc2)C(=O)N1CCc1ccc(OC)cc1
HOMO level	-8.6	eV
calculated total energy	-1318.647248	Eh
gap between HOMO and LUMO	9.22	eV
ΔE to the lowest compared entry with this formula, charge and spin	0.9	kJ/mol

---

Results for max |F|: 3.20; 0.69 (in eV/A, following the order of the records).